ORCA calculation (ωB97M-V/def2-TZVPD) on a gas-phase ion, C3NO2S (charge -1) at a distorted geometry.

Geometry (Å):
C (0.6419, 1.1701, 0.2826)
C (0.4250, -0.1610, -0.1680)
C (-0.9879, -0.6803, -0.3839)
N (0.9060, 2.2356, 0.5766)
O (-1.2301, -0.5198, 0.8512)
O (-1.6362, -0.9438, -1.3771)
S (1.8812, -1.1008, 0.2186)

Output
* multiplicity: 1
* HOMO level: -4.740 eV
* total charge: -1
* maximum force: 4.08 eV/A
* total energy: -19531.6186 eV
* orbital gap: 7.77 eV
* energy relative to the best compared isomer or geometry (same formula, charge and spin): 47.1 kJ/mol
* SMILES string: N#CC(=S)C(=O)[O-]

So, what does the Mulliken scheme give us? The charges, in e, come out as: C 0.2124; C 0.2066; C 0.5455; N -0.4592; O -0.5254; O -0.6420; S -0.3380

***

ORCA calculation (ωB97M-V/def2-TZVPD) on a single C5H8O molecule.

Geometry (Å):
C (1.5889, -0.1917, 0.5798)
C (0.3239, -0.8339, 0.0646)
C (-1.0154, -0.5431, 0.6375)
C (-0.7111, -0.0752, -0.7659)
C (-0.6361, 1.3961, -0.9488)
O (-0.5713, 2.1971, -0.0403)
H (1.4376, 0.8674, 0.8070)
H (1.9190, -0.6975, 1.4936)
H (2.3948, -0.2716, -0.1581)
H (0.4516, -1.8569, -0.2895)
H (-1.0700, 0.2775, 1.3487)
H (-1.7388, -1.3379, 0.7850)
H (-1.0898, -0.6230, -1.6246)
H (-0.6702, 1.7571, -1.9964)

Output
* multiplicity: 1
* HOMO level: -9.813 eV
* maximum force: 0.50 eV/A
* total energy: -7361.1254 eV
* orbital gap: 10.86 eV
* energy relative to the best compared isomer or geometry (same formula, charge and spin): 109.0 kJ/mol
* SMILES string: C[C@H]1C[C@H]1C=O

So, what does the Mulliken scheme give us? The charges, in e, come out as: C -1.3376; C 0.2242; C -0.7056; C -0.1067; C -0.1689; O -0.4991; H 0.3198; H 0.3205; H 0.3229; H 0.3627; H 0.2578; H 0.2786; H 0.3837; H 0.3477